(a)
The following is a DFT calculation (ωB97M-V/def2-TZVPD) of a cluster of 2 separate species, C3H9NO3 in total.

Values from the calculation:
SMILES string: CCNC(=O)O.O
Net charge: 0
HOMO level: -9.782 eV
Frontier orbital gap: 9.97 eV

Atoms and positions in Å:
C -1.745 -0.983 0.363
C -0.347 -1.151 0.931
N 0.649 -0.281 0.289
C 1.057 -0.570 -0.978
O 0.686 -1.553 -1.569
O 1.889 0.326 -1.539
H -2.368 -1.830 0.652
H -1.725 -1.000 -0.723
H -2.197 -0.044 0.679
H -0.004 -2.175 0.804
H -0.337 -0.890 1.993
H 1.129 0.396 0.856
H 1.784 1.205 -1.143
O 0.798 2.648 -0.376
H -0.076 2.327 -0.115
H 0.808 3.577 -0.123

(b)
The following is a DFT calculation (ωB97M-V/def2-TZVPD) of a cluster of 2 separate species, C3H9NO3 in total.

Values from the calculation:
SMILES string: [O-][C@@H]1C[N@H+]1CO.O
Net charge: 0
HOMO level: -8.804 eV
Frontier orbital gap: 9.21 eV

Atoms and positions in Å:
O 0.609 -0.909 1.445
C 0.577 -0.416 0.267
C -0.697 0.417 0.005
N -0.455 -0.481 -1.232
C 0.671 -0.172 -2.294
O 1.053 1.138 -2.285
H 1.519 0.134 -0.128
H -0.493 1.434 0.113
H -1.329 0.063 0.871
H -1.469 -0.834 -1.420
H 1.571 -0.871 -2.175
H 0.269 -0.311 -3.449
H 0.230 1.314 -1.716
O -1.418 0.261 3.611
H -0.758 0.277 2.931
H -1.604 -0.730 3.563

(c)
The following is a DFT calculation (ωB97M-V/def2-TZVPD) of a cluster of 2 separate species, C3H9NO3 in total.

Values from the calculation:
SMILES string: CC(=O)NCO.O
Net charge: 0
HOMO level: -10.156 eV
Frontier orbital gap: 10.60 eV

Atoms and positions in Å:
C 0.013 1.246 -0.300
C -0.227 0.879 -1.732
O 0.064 1.638 -2.636
N -0.261 -0.483 -2.067
C -0.899 -1.434 -1.226
O -2.319 -1.498 -1.404
H -0.351 2.275 -0.206
H -0.506 0.585 0.380
H 1.066 1.316 -0.003
H 0.145 -0.655 -2.970
H -0.574 -2.449 -1.439
H -0.575 -1.376 -0.192
H -2.583 -0.880 -2.101
O 2.265 0.512 5.565
H 2.650 -0.366 5.671
H 2.094 0.690 4.659

Stability, descending: (a), (c), (b)

(a)
The following is a DFT calculation (ωB97M-V/def2-TZVPD) of a cluster of 2 separate species, C3H9NO3 in total.

Values from the calculation:
SMILES string: CCNC(=O)O.O
Net charge: 0
HOMO level: -9.602 eV
Frontier orbital gap: 10.23 eV

Atoms and positions in Å:
C -2.961 -0.325 0.544
C -2.322 0.162 -0.748
N -1.070 0.881 -0.507
C 0.059 0.142 -0.260
O 0.369 -0.920 -0.755
O 0.950 0.844 0.470
H -3.914 -0.771 0.266
H -2.321 -1.096 0.958
H -3.159 0.449 1.283
H -1.990 -0.705 -1.306
H -2.967 0.744 -1.404
H -0.816 1.850 -0.590
H 1.575 0.186 0.801
O 4.281 -0.723 0.849
H 3.630 -1.443 0.880
H 4.943 -1.203 1.371

(b)
The following is a DFT calculation (ωB97M-V/def2-TZVPD) of a cluster of 2 separate species, C3H9NO3 in total.

Values from the calculation:
SMILES string: C[C@@H](N)C(=O)O.O
Net charge: 0
HOMO level: -9.488 eV
Frontier orbital gap: 9.89 eV

Atoms and positions in Å:
C -0.122 -2.124 -0.680
C -0.337 -1.210 0.539
N 0.980 -0.756 0.998
C -0.966 0.135 0.251
O -1.991 0.589 0.843
O -0.493 0.777 -0.847
H -1.117 -2.512 -0.946
H 0.365 -1.602 -1.500
H 0.502 -2.973 -0.453
H -0.813 -1.874 1.288
H 1.594 -1.537 1.033
H 1.380 -0.142 0.344
H -0.159 1.689 -0.834
O 0.161 3.573 -0.030
H 1.067 3.462 0.053
H -0.052 4.504 -0.060

Stability, descending: (a), (b)

(a)
The following is a DFT calculation (ωB97M-V/def2-TZVPD) of an isolated molecule of C8H14O2.

Values from the calculation:
SMILES string: C=C(CC)C(C)(C)C(=O)O
Net charge: 0
HOMO level: -9.429 eV
Frontier orbital gap: 10.22 eV

Atoms and positions in Å:
C -0.497 2.337 0.095
C -0.150 1.066 -0.129
C 1.199 0.871 -1.064
C 2.105 -0.302 -1.429
C -0.727 -0.203 0.459
C -1.585 -0.967 -0.575
C -1.594 0.020 1.718
C 0.549 -0.945 0.946
O 1.273 -0.618 1.879
O 0.600 -2.242 0.522
H -0.038 3.159 -0.447
H -1.319 2.599 0.754
H 1.876 1.659 -0.705
H 0.817 1.238 -2.025
H 2.705 -0.039 -2.308
H 2.810 -0.525 -0.625
H 1.520 -1.183 -1.703
H -2.636 -0.662 -0.514
H -1.219 -0.812 -1.594
H -1.590 -2.047 -0.402
H -2.510 0.575 1.482
H -1.059 0.585 2.489
H -1.880 -0.946 2.149
H 1.349 -2.618 1.026

(b)
The following is a DFT calculation (ωB97M-V/def2-TZVPD) of a structure of composition C8H14O2.

Values from the calculation:
Net charge: 0
HOMO level: -7.286 eV
Frontier orbital gap: 8.00 eV

Atoms and positions in Å:
C -0.017 -0.679 -0.093
C -0.083 0.482 0.738
C -0.140 -2.060 0.486
C 0.081 1.889 0.216
C 2.637 0.107 -1.344
C 2.026 -0.370 -0.044
C -2.053 0.354 1.080
C -3.078 0.146 0.261
O -0.490 -0.643 -1.373
O 2.691 -0.745 0.891
H -0.720 0.265 -1.618
H 0.288 0.326 1.745
H -2.247 0.638 2.116
H 0.307 -2.108 1.479
H 0.351 -2.780 -0.173
H -1.193 -2.346 0.544
H -0.111 1.981 -0.856
H -0.609 2.566 0.726
H 1.097 2.246 0.404
H 2.135 -0.381 -2.183
H 2.501 1.186 -1.438
H 3.704 -0.133 -1.378
H -4.117 0.226 0.588
H -2.958 -0.169 -0.774

Stability, descending: (a), (b)

(a)
The following is a DFT calculation (ωB97M-V/def2-TZVPD) of a cluster of 2 separate species, C4H12N4 in total.

Values from the calculation:
Net charge: +2
HOMO level (spin up / spin down): -17.823 / -15.084 eV
Frontier orbital gap (spin up / spin down): 9.75 / 4.48 eV

Atoms and positions in Å:
C 1.759 -0.199 1.448
C 0.408 -0.039 1.804
C -1.649 0.662 -2.402
C -0.678 0.082 -1.684
N 2.496 -1.289 1.511
N -0.367 -1.121 2.055
N -0.123 1.234 1.962
N -1.628 0.615 -3.773
H 2.259 0.709 1.051
H -0.542 0.296 -0.603
H -2.464 1.280 -2.018
H 0.148 -0.557 -2.080
H 2.075 -2.254 1.877
H -0.139 -1.960 1.624
H -1.298 -1.062 2.507
H 0.444 2.111 1.808
H -0.908 1.465 2.506
H 3.403 -1.316 1.038
H -0.945 0.181 -4.323
H -2.249 1.162 -4.307

(b)
The following is a DFT calculation (ωB97M-V/def2-TZVPD) of the ion C4H12N4 with charge +2.

Values from the calculation:
Net charge: +2
HOMO level (spin up / spin down): -19.324 / -19.320 eV
Frontier orbital gap (spin up / spin down): 7.65 / 7.65 eV

Atoms and positions in Å:
C 0.238 0.721 0.539
C -2.760 0.225 -0.742
C 3.719 0.136 -0.288
C -2.109 0.233 0.690
N 1.482 0.622 0.148
N -0.711 -0.217 0.567
N -0.533 -1.473 0.128
N 2.481 -0.103 0.394
H 0.050 1.714 0.751
H -2.601 -0.751 -1.159
H -3.804 0.477 -0.605
H -2.483 1.081 -1.344
H 4.496 -0.032 0.365
H 3.852 -0.780 -0.877
H 3.776 1.258 -0.637
H -1.986 1.183 1.010
H -2.728 -0.392 1.246
H 0.019 -2.263 0.580
H -1.357 -1.837 -0.248
H 2.351 -1.042 0.752

Stability, descending: (a), (b)